The following is a quantum chemistry calculation of a structure of composition C30H45NO3P2STc at a distorted geometry, from the Open Molecules 2025 dataset.

- ⟨S²⟩: 3.7765
- Total charge: +2
- Orbital gap (alpha / beta): 0.2669 / 0.1785 Ha
- Energy relative to the best compared isomer or geometry (same formula, charge and spin): 0.00 kcal/mol
- E_tot: -71069.3908 eV
- Multiplicity: 4

Last column: Mulliken spin population.
CARTESIAN COORDINATES (ANGSTROEM)
Tc: -0.1740 -0.0269 -0.1586  2.938
C: 0.5257 -1.5923 1.3211  0.007
C: 0.5582 -0.3254 1.9896  0.040
C: -1.6268 -0.7192 1.2963  0.102
C: -0.8240 -1.8522 0.9076  0.084
C: -0.7649 0.2243 1.9616  -0.028
C: 1.6507 -2.5630 1.2504  -0.009
H: 2.6196 -2.0558 1.3098  0.005
H: 1.5919 -3.1288 0.3167  -0.007
H: 1.5986 -3.2820 2.0824  -0.001
C: -1.3463 -3.1043 0.3109  -0.013
H: -0.5150 -3.6581 -0.1324  -0.009
H: -2.0731 -2.8735 -0.4741  0.001
H: -1.8493 -3.7402 1.0549  0.003
C: -3.0913 -0.6157 1.1350  0.019
H: -3.6236 -1.1408 1.9375  0.004
H: -3.3827 -1.0722 0.1841  -0.001
H: -3.3849 0.4357 1.1301  -0.013
C: -1.2180 1.4390 2.6956  -0.037
H: -1.6182 1.1751 3.6875  0.000
H: -2.0174 1.9319 2.1351  -0.004
H: -0.3881 2.1375 2.8486  0.006
C: 1.6926 0.2030 2.7995  -0.017
H: 1.6198 -0.1203 3.8508  0.005
H: 1.6917 1.2972 2.7923  -0.003
H: 2.6444 -0.1662 2.4076  -0.001
C: 5.1939 2.5006 -4.3100  0.001
C: 5.8940 2.1563 -3.2303  -0.001
C: 6.6947 3.0647 -2.3413  0.000
C: 6.3301 4.5634 -2.3953  0.000
C: 4.8999 4.8448 -2.0292  0.000
C: 3.8222 4.8547 -2.8133  0.001
C: 3.7811 4.6174 -4.2965  0.000
C: 4.9871 3.8671 -4.8991  0.000
H: 7.7709 2.9711 -2.5651  0.000
H: 6.6515 5.0071 -3.3440  0.000
H: 6.5786 2.7259 -1.3001  0.000
H: 5.8802 4.5015 -4.8985  0.000
H: 4.7361 1.7213 -4.9332  0.000
H: 6.0237 1.0942 -2.9870  0.000
H: 4.7400 3.6986 -5.9585  0.000
H: 2.8722 4.0428 -4.5342  0.000
H: 2.8563 5.1710 -2.3999  0.000
H: 3.6786 5.5746 -4.8351  0.000
H: 6.9368 5.0489 -1.6157  0.000
H: 4.8063 5.1306 -0.9733  0.000
P: 1.8545 0.0576 -1.4396  -0.090
C: 2.0759 -1.0095 -2.8663  0.017
C: 3.5310 0.2459 -0.7802  0.004
P: 0.2772 2.2390 -0.6280  -0.106
C: 1.3862 1.7557 -2.0773  0.094
C: 1.2959 3.3588 0.3662  0.006
C: -0.9930 3.3309 -1.2843  0.013
H: 1.0961 -1.2817 -3.2562  0.002
H: 2.5310 -1.9362 -2.5151  0.002
H: 2.6739 -0.5497 -3.6512  0.004
H: 4.2017 0.7593 -1.4762  0.000
H: 3.9318 -0.7513 -0.5841  0.002
H: 3.5293 0.7881 0.1654  -0.007
H: -0.5562 4.1556 -1.8466  0.005
H: -1.5769 3.6922 -0.4374  -0.001
H: -1.6830 2.8164 -1.9473  -0.006
H: 0.7854 1.6710 -2.9994  0.000
H: 2.2536 2.4205 -2.2189  -0.006
H: 0.6408 3.8471 1.0904  0.002
H: 1.7692 4.1285 -0.2478  -0.002
H: 2.0714 2.8353 0.9239  -0.007
O: -0.4807 -2.2895 -2.5819  0.032
C: -1.4888 -1.5759 -2.4580  -0.029
N: -1.5292 -0.3969 -1.7124  -0.042
S: -2.8377 0.5969 -2.2189  0.023
O: -3.4024 1.2573 -1.0782  0.004
O: -2.4565 1.4125 -3.3585  0.012
C: -3.7193 -0.8340 -2.7203  0.013
C: -5.0874 -0.9526 -2.8992  -0.003
C: -5.5232 -2.1809 -3.4199  0.006
C: -4.6329 -3.2284 -3.7143  0.002
C: -3.2606 -3.1014 -3.4641  0.000
C: -2.8376 -1.8871 -2.9339  -0.015
H: -5.7139 -0.0987 -2.6593  0.000
H: -6.5838 -2.2998 -3.6300  0.001
H: -5.0072 -4.1593 -4.1441  0.000
H: -2.5016 -3.8528 -3.6623  0.000